{
  "formula": "C16H28N5NaOS",
  "method": "ωB97M-V/def2-TZVPD",
  "species": ["Na", "O", "C", "C", "C", "C", "C", "C", "C", "C", "N", "H", "H", "H", "H", "H", "H", "H", "H", "H", "H", "H", "C", "C", "C", "C", "N", "C", "S", "N", "C", "H", "H", "H", "H", "H", "H", "H", "H", "N", "C", "C", "N", "H", "H", "H", "H", "H", "H", "H", "H", "H"],
  "positions_angstrom": [[-0.3177, 0.0345, 1.9500], [-0.6090, 0.4564, 3.9937], [0.7365, 0.8386, 4.3771], [1.5501, -0.3351, 4.8956], [1.6167, -1.5272, 3.9289], [2.4054, -1.2573, 2.6719], [3.7793, -1.4654, 2.6416], [4.4737, -1.2575, 1.4645], [3.7786, -0.8344, 0.3414], [2.4210, -0.6194, 0.4600], [1.7343, -0.8221, 1.5923], [-1.0629, 0.1718, 4.7946], [0.6914, 1.6335, 5.1210], [1.2052, 1.2513, 3.4806], [1.1325, -0.6734, 5.8472], [2.5582, 0.0290, 5.1088], [0.6029, -1.8276, 3.6516], [2.0614, -2.3753, 4.4485], [4.2922, -1.8028, 3.5324], [5.5400, -1.4332, 1.4188], [4.2796, -0.6763, -0.6028], [1.8419, -0.2655, -0.3865], [1.4712, 3.1478, -4.5348], [0.4437, 2.1730, -4.0724], [-0.0959, 1.1743, -4.8349], [-1.0486, 0.3265, -4.2522], [-1.4378, 0.4574, -2.9822], [-0.9062, 1.4274, -2.2355], [-1.3603, 1.7026, -0.6138], [0.0178, 2.2655, -2.7909], [-1.6585, -0.7847, -5.0375], [1.5327, 3.1529, -5.6193], [2.4494, 2.8682, -4.1381], [1.2426, 4.1560, -4.1887], [0.1980, 1.0564, -5.8667], [0.3638, 3.0123, -2.1984], [-1.5986, -0.6019, -6.1075], [-2.6947, -0.9342, -4.7431], [-1.1167, -1.7091, -4.8230], [-3.9759, 0.3770, -0.6016], [-3.6099, -0.3372, 0.6599], [-2.6898, -1.5009, 0.3153], [-1.7759, -1.7891, 1.4267], [-4.6643, 1.1139, -0.4375], [-4.3521, -0.2561, -1.3094], [-3.0984, 0.8313, -0.9532], [-4.5181, -0.6570, 1.1673], [-3.1027, 0.3963, 1.2821], [-2.0720, -1.2140, -0.5391], [-3.2911, -2.3651, 0.0149], [-1.1035, -2.4753, 1.0934], [-2.2596, -2.2565, 2.1887]],
  "forces_ev_per_a": [[-0.3, 0.1, -0.7], [0.2, 0.2, 0.7], [0.1, -0.1, 0.1], [0.0, 0.0, 0.0], [0.0, 0.1, 0.0], [0.0, 0.0, 0.0], [0.0, 0.0, 0.0], [0.0, 0.0, 0.0], [0.0, 0.0, 0.0], [0.0, 0.0, 0.1], [0.4, -0.1, 0.0], [-0.1, 0.0, -0.1], [0.0, 0.0, 0.0], [-0.1, 0.1, 0.0], [0.0, 0.0, 0.0], [0.0, 0.0, 0.0], [0.0, 0.0, 0.0], [0.0, 0.0, 0.0], [0.0, 0.0, 0.0], [0.0, 0.0, 0.0], [0.0, 0.0, 0.0], [0.0, 0.0, 0.0], [0.0, 0.0, 0.0], [0.1, 0.0, 0.0], [0.0, 0.0, 0.0], [0.0, 0.0, -0.1], [0.0, 0.1, 0.2], [0.1, 0.0, -0.2], [0.7, 0.3, 0.1], [0.0, 0.0, 0.1], [0.0, 0.0, 0.0], [0.0, 0.0, 0.0], [0.0, 0.0, 0.0], [0.0, 0.0, 0.0], [0.0, 0.0, 0.0], [0.0, 0.0, 0.0], [0.0, 0.0, 0.0], [0.0, 0.0, 0.0], [0.0, 0.0, 0.0], [-1.0, -0.5, 0.1], [-0.1, 0.0, -0.1], [0.0, 0.0, 0.0], [-0.1, -0.3, -0.1], [0.0, -0.1, 0.0], [0.0, 0.0, 0.1], [0.3, 0.2, 0.0], [0.0, 0.0, 0.0], [0.0, 0.0, 0.0], [0.0, 0.0, 0.0], [0.0, 0.0, 0.0], [0.1, 0.0, 0.1], [-0.1, 0.1, 0.0]],
  "mulliken_charge": [0.957, -0.572, -0.658, -0.496, -0.864, 0.713, -0.710, -0.417, -0.716, -0.202, -0.209, 0.312, 0.362, 0.421, 0.350, 0.393, 0.135, 0.448, 0.435, 0.434, 0.409, 0.386, -1.405, 0.709, -0.751, 0.864, -0.243, 0.202, -0.631, 0.023, -1.321, 0.381, 0.326, 0.410, 0.435, 0.291, 0.414, 0.340, 0.287, -0.026, -0.702, -0.427, -0.513, 0.392, 0.374, -0.237, 0.385, 0.354, 0.248, 0.421, 0.249, 0.242],
  "charge": 2,
  "spin_multiplicity": 1,
  "orbital_gap_ev": 8.90
}

{
  "formula": "C16H28N5O2PS2Ti",
  "method": "ωB97M-V/def2-TZVPD",
  "species": ["Ti", "N", "C", "S", "N", "N", "C", "C", "C", "C", "C", "C", "C", "O", "H", "H", "H", "H", "H", "H", "H", "C", "N", "C", "C", "S", "N", "C", "C", "H", "H", "H", "H", "H", "H", "H", "H", "H", "H", "H", "H", "C", "P", "C", "C", "O", "H", "H", "H", "H", "H", "H", "H", "H", "H"],
  "positions_angstrom": [[-0.5413, 0.1288, -0.2639], [-1.3142, -3.1614, -3.0099], [-1.0505, -2.4181, -1.9290], [0.1670, -1.1463, -2.0952], [-1.6783, -2.6340, -0.8197], [-1.2577, -1.7841, 0.2003], [-1.4240, -2.2877, 1.3834], [-1.0802, -1.6687, 2.6320], [-1.2302, -2.3840, 3.8288], [-0.8789, -1.8072, 5.0304], [-0.3779, -0.5062, 5.0544], [-0.2290, 0.2269, 3.8877], [-0.5800, -0.3631, 2.6843], [-0.4800, 0.3184, 1.5241], [-0.8031, -3.0359, -3.8644], [-1.9548, -3.9348, -2.9307], [-1.8464, -3.2890, 1.4105], [-1.6194, -3.3940, 3.7971], [-0.9906, -2.3609, 5.9516], [-0.1008, -0.0579, 5.9992], [0.1548, 1.2379, 3.8996], [2.6206, -0.8955, 0.7682], [3.1010, -0.6070, -0.5770], [3.7299, -1.7484, -1.2504], [2.7505, 0.4931, -1.2428], [1.3924, 1.4724, -0.7263], [3.4603, 0.9149, -2.2802], [2.9375, 1.8820, -3.2502], [4.8985, 0.6457, -2.4059], [3.3926, -1.4577, 1.2912], [1.7171, -1.5158, 0.7301], [2.4221, 0.0220, 1.3135], [3.1673, -2.6407, -0.9765], [4.7676, -1.8782, -0.9458], [3.6705, -1.6252, -2.3273], [1.8687, 1.7480, -3.3809], [3.4360, 1.6999, -4.1997], [3.1457, 2.9027, -2.9280], [5.2988, 0.3003, -1.4579], [5.3844, 1.5842, -2.6672], [5.1054, -0.0848, -3.1867], [-2.4746, 3.5815, 0.3561], [-3.1770, 2.0919, -0.3196], [-4.1539, 1.2670, 0.9198], [-4.1651, 2.4601, -1.7498], [-2.0177, 1.1417, -0.7638], [-3.2711, 4.2594, 0.6668], [-1.8608, 4.0757, -0.3974], [-1.8606, 3.3339, 1.2232], [-4.9723, 1.9127, 1.2417], [-3.5253, 1.0324, 1.7803], [-4.5669, 0.3459, 0.5073], [-4.9826, 3.1275, -1.4730], [-4.5767, 1.5365, -2.1568], [-3.5466, 2.9434, -2.5061]],
  "forces_ev_per_a": [[0.0, 0.0, 0.2], [0.0, 0.0, 0.0], [0.0, 0.0, 0.0], [0.0, 0.0, -0.1], [0.0, 0.0, 0.0], [-0.1, -0.1, 0.0], [0.0, 0.0, 0.0], [0.0, 0.0, 0.0], [0.0, 0.0, 0.0], [0.0, 0.0, 0.0], [0.0, 0.0, 0.0], [0.0, 0.0, 0.0], [-0.1, 0.0, 0.0], [0.1, -0.1, -0.1], [0.0, 0.0, 0.0], [0.0, 0.0, 0.0], [0.0, 0.0, 0.0], [0.0, 0.0, 0.0], [0.0, 0.0, 0.0], [0.0, 0.0, 0.0], [0.0, 0.0, 0.0], [0.0, 0.0, 0.0], [0.0, 0.0, 0.0], [0.0, 0.0, 0.0], [0.0, 0.0, 0.0], [0.1, 0.1, -0.1], [0.0, 0.0, 0.0], [0.0, 0.0, 0.0], [0.0, 0.0, 0.0], [0.0, 0.0, 0.0], [0.0, 0.0, 0.0], [0.0, 0.0, 0.0], [0.0, 0.0, 0.0], [0.0, 0.0, 0.0], [0.0, 0.0, 0.0], [0.0, 0.0, 0.0], [0.0, 0.0, 0.0], [0.0, 0.0, 0.0], [0.0, 0.0, 0.0], [0.0, 0.0, 0.0], [0.0, 0.0, 0.0], [0.0, 0.0, 0.0], [0.0, -0.1, 0.0], [0.0, 0.0, 0.0], [0.0, 0.0, 0.0], [0.0, 0.1, 0.0], [0.0, 0.0, 0.0], [0.0, 0.0, 0.0], [0.0, 0.0, 0.0], [0.0, 0.0, 0.0], [0.0, 0.0, 0.0], [0.0, 0.0, 0.0], [0.0, 0.0, 0.0], [0.0, 0.0, 0.0], [0.0, 0.0, 0.0]],
  "mulliken_charge": [0.867, -0.382, 0.761, -0.332, -1.308, 0.968, -0.596, 0.603, -0.866, -0.773, -0.506, -0.703, 0.854, 0.125, 0.198, 0.255, 0.417, 0.458, 0.444, 0.444, 0.529, -1.304, 0.238, -1.230, 0.374, -0.254, 0.071, -1.108, -1.183, 0.449, 0.283, 0.421, 0.413, 0.355, 0.419, 0.378, 0.406, 0.365, 0.395, 0.429, 0.375, -1.109, 1.118, -1.049, -1.144, -0.885, 0.440, 0.360, 0.308, 0.448, 0.250, 0.362, 0.418, 0.364, 0.367],
  "charge": 2,
  "spin_multiplicity": 1,
  "orbital_gap_ev": 7.45
}

{
  "formula": "C16H28N7SV",
  "method": "ωB97M-V/def2-TZVPD",
  "species": ["V", "C", "C", "N", "C", "S", "N", "N", "C", "C", "C", "C", "C", "C", "C", "N", "H", "H", "H", "H", "H", "H", "H", "H", "H", "H", "H", "H", "H", "C", "C", "N", "C", "C", "N", "C", "C", "N", "H", "H", "H", "H", "H", "H", "H", "H", "H", "H", "H", "H", "H", "H", "H"],
  "positions_angstrom": [[0.0784, -0.7032, 0.0762], [0.1754, 2.3735, 5.0885], [1.1120, 2.4113, 3.8862], [0.3973, 2.5063, 2.6188], [-0.1282, 1.4658, 1.9470], [0.2801, -0.1840, 2.3845], [-0.9668, 1.7077, 0.9587], [-1.2992, 0.5553, 0.3262], [-2.5157, 0.3330, -0.0954], [-3.6037, 1.3484, -0.0126], [-2.6686, -1.0530, -0.4777], [-3.8287, -1.6705, -0.9416], [-3.8413, -3.0382, -1.1283], [-2.6929, -3.7754, -0.8468], [-1.5688, -3.1016, -0.4216], [-1.5297, -1.7709, -0.2507], [0.7468, 2.3686, 6.0167], [-0.4419, 1.4754, 5.0579], [-0.4786, 3.2468, 5.0930], [1.7193, 1.5095, 3.8605], [1.7814, 3.2697, 3.9467], [-0.0008, 3.4055, 2.3899], [-3.6385, 1.7690, 0.9927], [-4.5728, 0.9169, -0.2493], [-3.4091, 2.1735, -0.7000], [-4.7082, -1.0770, -1.1458], [-4.7360, -3.5327, -1.4811], [-2.6769, -4.8503, -0.9521], [-0.6582, -3.6455, -0.1931], [3.0379, -1.2635, -0.7083], [2.0674, -2.2937, -1.2820], [0.8764, -1.6121, -1.8228], [1.1348, -0.7848, -3.0178], [0.4472, 0.5751, -2.8978], [0.7287, 1.1709, -1.5967], [2.1029, 1.6324, -1.3869], [2.6515, 1.0991, -0.0571], [2.2910, -0.3121, 0.1355], [3.5318, -0.7214, -1.5142], [3.8194, -1.7754, -0.1455], [1.7390, -2.9561, -0.4744], [2.5769, -2.9074, -2.0323], [0.1918, -2.3182, -2.0689], [0.7865, -1.2795, -3.9256], [2.2085, -0.6438, -3.1325], [-0.6339, 0.4376, -2.9713], [0.7692, 1.2034, -3.7372], [0.0725, 1.9137, -1.3958], [2.1593, 2.7216, -1.3605], [2.7326, 1.2999, -2.2146], [2.2016, 1.6608, 0.7617], [3.7351, 1.2528, -0.0162], [2.4457, -0.5329, 1.1139]],
  "forces_ev_per_a": [[2.8, -0.2, -0.5], [0.0, 0.0, -0.1], [-0.1, 0.0, 0.1], [0.0, 0.1, -0.1], [0.0, -0.5, 0.1], [0.1, 0.2, 0.8], [-0.2, 1.0, 0.0], [-1.8, 0.8, 0.2], [0.2, 0.6, 0.3], [0.0, -0.1, 0.0], [0.1, -0.5, -0.1], [0.1, 0.2, 0.0], [0.0, 0.0, 0.0], [-0.1, 0.1, 0.0], [-0.2, -0.1, -0.1], [-1.5, -1.1, -0.4], [0.0, 0.0, 0.0], [0.0, 0.0, 0.0], [0.0, 0.0, 0.0], [0.1, 0.0, 0.0], [0.0, 0.0, 0.0], [0.0, 0.0, -0.1], [0.0, 0.0, 0.0], [0.0, 0.0, 0.0], [0.0, 0.0, 0.0], [0.0, 0.0, 0.0], [0.0, 0.0, 0.0], [0.0, 0.0, 0.0], [0.0, 0.0, 0.0], [-0.1, 0.0, -0.1], [0.4, 0.0, -0.1], [-0.1, -0.3, -0.1], [-0.1, 0.3, 0.0], [0.1, -0.1, 0.0], [-0.1, 0.0, 0.0], [0.1, -0.2, 0.2], [-0.1, 0.2, -0.2], [0.5, -0.3, 0.1], [0.0, 0.0, 0.0], [0.0, 0.0, 0.0], [0.0, 0.0, 0.0], [0.0, 0.0, 0.0], [0.0, 0.0, 0.0], [0.0, -0.1, 0.0], [0.0, 0.0, 0.0], [0.0, 0.0, 0.0], [-0.1, 0.0, 0.0], [0.0, 0.0, 0.0], [0.0, 0.0, -0.1], [0.0, 0.0, 0.0], [0.0, 0.0, 0.1], [0.0, 0.0, 0.0], [0.1, 0.0, 0.0]],
  "mulliken_charge": [0.531, -1.067, -0.584, -0.132, 0.384, -0.473, -1.567, 1.541, 0.303, -1.593, 0.705, -1.051, -0.394, -1.015, 0.009, 0.231, 0.397, 0.268, 0.314, 0.313, 0.421, 0.262, 0.329, 0.426, 0.285, 0.354, 0.453, 0.442, 0.435, -0.923, -0.609, -0.126, -0.788, -0.998, -0.028, -0.891, -0.601, -0.119, 0.309, 0.478, 0.250, 0.445, 0.403, 0.453, 0.276, 0.398, 0.413, 0.408, 0.520, 0.285, 0.044, 0.448, 0.425],
  "s2": 3.79,
  "charge": 1,
  "spin_multiplicity": 4,
  "orbital_gap_ev": [7.02, 7.39]
}

{
  "formula": "C16H29AuO",
  "method": "ωB97M-V/def2-TZVPD",
  "species": ["C", "H", "H", "H", "C", "H", "H", "C", "H", "H", "H", "C", "C", "C", "C", "C", "C", "C", "C", "C", "C", "Au", "H", "H", "H", "H", "H", "H", "H", "H", "H", "H", "H", "H", "H", "H", "H", "C", "C", "C", "O", "H", "H", "H", "H", "H", "H"],
  "positions_angstrom": [[1.5386, 2.7567, -0.8347], [2.2537, 3.1851, -0.1236], [2.1848, 2.5951, -1.7102], [1.2846, 1.7761, 0.1934], [0.4018, 3.7591, -1.0463], [-0.5195, 3.2070, -1.2565], [0.2498, 4.2980, -0.1079], [0.6819, 4.7504, -2.1633], [-0.2088, 5.3406, -2.3761], [1.4790, 5.4485, -1.8957], [0.9720, 4.2435, -3.0871], [-0.9088, -2.0085, -0.1526], [-1.5355, -1.1336, -1.0639], [-0.5533, -0.6711, -2.0081], [0.7253, -1.3141, -1.6459], [0.4443, -2.1607, -0.5007], [1.3860, -3.1068, 0.1300], [1.8161, -1.5821, -2.6224], [-0.8868, -0.1815, -3.3714], [-2.9870, -0.8544, -1.1112], [-1.6082, -2.7776, 0.9057], [0.8827, 0.8130, -0.9948], [2.7176, -1.9419, -2.1092], [1.5251, -2.3428, -3.3645], [2.0776, -0.6602, -3.1534], [2.4099, -2.9204, -0.2134], [1.3593, -3.0175, 1.2271], [1.1374, -4.1525, -0.1164], [-2.5215, -2.2610, 1.2224], [-1.9035, -3.7800, 0.5552], [-0.9629, -2.9128, 1.7818], [-3.1944, 0.0254, -1.7300], [-3.5495, -1.7022, -1.5350], [-3.3857, -0.6722, -0.1029], [-0.0947, 0.4733, -3.7501], [-1.0176, -1.0145, -4.0828], [-1.8224, 0.3941, -3.3612], [1.0822, -0.7060, 4.1379], [0.0535, 0.0747, 3.3477], [-1.0771, 0.6958, 4.1407], [0.1307, 0.1943, 2.1311], [0.9393, -0.5947, 5.2155], [2.0827, -0.3572, 3.8599], [1.0050, -1.7677, 3.8690], [-1.1561, 1.7549, 3.8748], [-2.0160, 0.2032, 3.8601], [-0.9214, 0.5972, 5.2171]],
  "forces_ev_per_a": [[1.1, 1.7, 1.1], [0.0, -0.3, 0.1], [-0.1, -0.2, -0.1], [0.7, 1.9, 0.2], [-0.5, -0.3, 0.2], [-0.1, 0.3, 0.0], [-0.1, -0.1, -0.1], [0.2, 0.1, -0.2], [0.0, 0.0, 0.1], [0.0, -0.1, 0.0], [0.0, 0.0, 0.0], [-0.8, -0.9, 1.2], [-0.5, 1.0, -0.7], [0.2, -1.4, 0.0], [-1.3, -1.1, -0.4], [1.4, 0.3, -0.3], [0.4, 0.1, 0.0], [0.7, 0.4, 0.1], [-0.1, 0.8, -0.1], [0.0, 0.4, 0.0], [0.0, 0.5, 0.2], [-1.2, -2.4, -0.6], [-0.2, 0.1, -0.2], [-0.1, 0.2, 0.2], [0.0, -0.3, -0.2], [-0.2, -0.1, 0.2], [-0.1, 0.0, -0.3], [-0.1, 0.2, 0.0], [0.2, -0.2, -0.1], [0.1, 0.2, -0.1], [-0.1, -0.1, -0.2], [0.0, -0.2, 0.1], [0.2, 0.1, 0.1], [0.1, -0.1, -0.2], [-0.1, -0.2, -0.2], [0.1, 0.1, 0.3], [0.3, -0.2, -0.1], [0.0, 0.1, -0.2], [0.0, 0.1, 0.3], [0.1, 0.0, -0.2], [-0.1, -0.2, 0.1], [0.1, -0.1, -0.3], [-0.1, -0.1, 0.0], [0.1, 0.2, 0.1], [-0.1, -0.2, 0.0], [0.1, 0.1, 0.1], [-0.1, 0.0, -0.2]],
  "mulliken_charge": [-0.759, 0.430, 0.624, -0.108, -0.302, 0.314, 0.306, -1.320, 0.362, 0.344, 0.359, 1.112, 0.462, 0.329, 0.623, 0.608, -1.748, -1.255, -1.245, -1.844, -1.451, 0.445, 0.412, 0.344, 0.350, 0.395, 0.283, 0.396, 0.399, 0.374, 0.323, 0.399, 0.378, 0.449, 0.334, 0.342, 0.415, -1.022, 0.783, -1.079, -0.434, 0.400, 0.309, 0.209, 0.306, 0.268, 0.383],
  "s2": 2.00,
  "charge": 2,
  "spin_multiplicity": 3,
  "orbital_gap_ev": [8.99, 5.08]
}